No. 1
DFT (the ωB97M-V functional and the def2-TZVPD basis) results for a structure of composition C41H40BrLaN7O11SSb at a distorted geometry.

Calculated values
* frontier orbital gap: 0.2847 hartree
* energy above the lowest of the compared OMol25 structures with the same formula, charge and spin: 247.7 kJ/mol
* calculated total energy: -164392.6249 eV
* E_HOMO: -8.46 eV

Geometry as ORCA input:
```
! wB97M-V def2-TZVPD RIJCOSX def2/J DEFGRID3
* xyz 0 1
La 0.918 -0.550 0.581
N 2.959 -1.176 -1.175
C 3.897 -2.131 -0.619
C 3.146 -3.434 -0.162
N 2.245 -3.108 0.949
H 2.479 -1.543 -2.058
H 3.260 -0.227 -1.322
H 4.295 -1.642 0.286
H 4.653 -2.486 -1.333
H 3.946 -4.080 0.187
H 2.540 -3.805 -0.995
H 2.760 -3.127 1.848
H 1.494 -3.801 1.004
O 4.158 1.482 3.009
C 3.732 1.227 1.901
O 3.386 0.076 1.355
C 3.637 2.381 0.854
C 4.603 3.413 0.756
C 4.708 4.171 -0.390
C 3.912 3.975 -1.468
C 3.081 2.852 -1.494
C 2.676 2.269 -0.219
O 1.458 1.775 -0.060
N 2.488 2.301 -2.662
O 2.156 3.038 -3.590
O 2.347 1.020 -2.651
N 5.499 5.355 -0.283
O 6.329 5.375 0.646
O 5.459 6.216 -1.181
H 5.292 3.659 1.590
H 4.005 4.707 -2.292
N 1.640 4.357 6.783
C 0.864 3.789 5.777
C -0.441 4.395 5.562
C -1.147 4.012 4.443
N -0.637 3.321 3.441
C 0.581 2.841 3.586
C 1.370 3.043 4.738
H 1.024 4.751 7.505
H 2.212 3.616 7.259
H -0.846 5.095 6.295
H -2.224 4.253 4.292
H 0.986 2.258 2.732
H 2.347 2.605 4.880
N -0.921 3.020 0.583
C -2.045 2.503 -0.252
C -2.202 0.998 0.016
O -3.265 0.411 -0.171
O -1.113 0.479 0.552
H -0.882 4.087 0.541
H 0.029 2.603 0.273
H -1.003 2.905 1.605
H -1.876 2.761 -1.342
H -2.960 2.984 0.068
Br -2.600 -4.475 6.696
C -1.451 -3.068 6.272
C -1.181 -2.161 7.284
C -0.327 -1.042 7.069
C 0.102 -0.816 5.792
C -0.157 -1.748 4.718
C -0.938 -2.866 4.982
C 0.114 -1.414 3.238
O 0.552 -0.257 2.984
O -0.189 -2.230 2.273
H -1.643 -2.438 8.239
H 0.009 -0.474 7.990
H 0.463 0.159 5.463
H -1.158 -3.595 4.215
S 0.135 -2.453 -1.788
Sb -1.662 -1.980 -3.188
C -1.252 -3.106 -5.026
C -1.440 -4.483 -5.019
C -1.389 -5.263 -6.201
C -1.300 -4.646 -7.421
C -1.096 -3.268 -7.473
C -1.002 -2.518 -6.288
C -3.410 -2.767 -2.178
C -3.555 -2.507 -0.857
C -4.538 -3.200 -0.202
C -5.517 -4.011 -0.744
C -5.382 -4.179 -2.174
C -4.350 -3.537 -2.820
C -1.855 0.153 -3.657
C -2.982 0.865 -3.324
C -3.234 2.096 -3.936
C -2.225 2.595 -4.754
C -0.962 1.988 -4.898
C -0.745 0.726 -4.359
H -1.605 -4.984 -4.055
H -1.425 -6.344 -6.062
H -1.616 -5.130 -8.345
H -1.058 -2.635 -8.412
H -0.933 -1.432 -6.362
H -2.991 -1.791 -0.256
H -4.498 -3.130 0.829
H -6.289 -4.568 -0.216
H -6.042 -4.812 -2.769
H -4.251 -3.704 -3.872
H -3.715 0.317 -2.704
H -4.123 2.619 -3.736
H -2.352 3.560 -5.294
H -0.156 2.481 -5.498
H 0.210 0.207 -4.337
*
```


No. 2
DFT (the ωB97M-V functional and the def2-TZVPD basis) results for a structure of composition C14H27N2O8P3PtS.

Calculated values
* frontier orbital gap: 0.2673 hartree
* energy above the lowest of the compared OMol25 structures with the same formula, charge and spin: 0.0 kJ/mol
* calculated total energy: -76255.7122 eV
* E_HOMO: -14.44 eV

Geometry as ORCA input:
```
! wB97M-V def2-TZVPD RIJCOSX def2/J DEFGRID3
* xyz 2 1
Pt -0.532 -0.877 -0.236
N 0.285 -0.876 4.284
C 0.397 0.246 3.259
C 1.109 1.444 3.884
P 1.324 -0.405 1.791
O 2.733 -0.551 2.490
O 0.717 -1.753 1.376
O 1.219 0.600 0.703
P -1.301 0.765 2.753
O -1.914 1.047 4.175
O -1.995 -0.635 2.407
O -1.324 1.798 1.732
H -0.016 -1.751 3.839
H -0.390 -0.644 5.021
H 1.195 -1.036 4.726
H 2.134 1.197 4.158
H 0.573 1.802 4.764
H 1.138 2.249 3.151
H 3.495 -0.739 1.923
H -2.629 1.698 4.230
O 0.949 -0.743 -1.667
N 0.875 0.344 -2.465
C 1.955 0.603 -3.232
C 1.935 1.663 -4.096
C 0.789 2.456 -4.170
C -0.298 2.169 -3.376
C -0.238 1.088 -2.498
S -1.579 0.692 -1.453
H 2.783 -0.075 -3.089
H 2.805 1.868 -4.701
H 0.755 3.299 -4.846
H -1.196 2.770 -3.407
O -2.294 -2.496 1.302
C -1.821 -1.409 1.247
C -0.243 -5.301 -1.506
C -0.205 -3.974 -0.737
P -1.222 -2.677 -1.484
C -2.974 -3.141 -1.436
C -3.964 -1.986 -1.591
C -0.796 -2.618 -3.246
C -1.605 -1.761 -4.216
H 0.264 -6.064 -0.918
H 0.267 -5.229 -2.465
H -1.263 -5.648 -1.676
H 0.814 -3.592 -0.650
H -0.593 -4.096 0.277
H -3.157 -3.714 -0.532
H -3.059 -3.822 -2.291
H -4.012 -1.381 -0.688
H -4.960 -2.389 -1.771
H -3.713 -1.336 -2.429
H -0.941 -3.671 -3.515
H 0.276 -2.429 -3.308
H -2.615 -2.150 -4.340
H -1.123 -1.796 -5.192
H -1.684 -0.722 -3.909
*
```


No. 3
DFT (the ωB97M-V functional and the def2-TZVPD basis) results for an isolated molecule of C4H7F at a distorted geometry.

Calculated values
* structure (SMILES): CC1(F)CC1
* frontier orbital gap: 0.3806 hartree
* energy above the lowest of the compared OMol25 structures with the same formula, charge and spin: 238.1 kJ/mol
* calculated total energy: -6975.7250 eV
* E_HOMO: -9.26 eV

Geometry as ORCA input:
```
! wB97M-V def2-TZVPD RIJCOSX def2/J DEFGRID3
* xyz 0 1
C 0.000 -0.428 -1.510
C 0.301 -0.393 -0.030
F 0.498 -1.595 0.559
C -0.703 0.273 0.924
C 0.652 0.657 1.089
H -0.559 -1.235 -1.961
H 0.856 -0.063 -2.237
H -0.657 0.556 -1.682
H -1.350 -0.583 1.562
H -1.481 1.062 0.952
H 0.913 1.530 0.604
H 1.530 0.219 1.730
*
```